1.
# C48H64As2F3N2O13RuS2SeTe

A structure of composition C48H64As2F3N2O13RuS2SeTe (ωB97M-V/def2-TZVPD, the Open Molecules 2025 dataset).

```
! RIJCOSX wB97M-V def2-TZVPD def2/J DEFGRID3
* xyz 3 1
Te 0.54023 1.18170 -2.79311
Ru 0.15650 0.19687 0.09900
Se 0.40508 0.52352 2.49668
As 0.36435 -2.23571 -0.32453
As 2.08755 -5.75878 0.41691
S -0.19471 3.72753 -1.13880
S -3.11983 -0.10600 -0.79310
F -1.68661 5.25442 -2.60280
F -2.62941 4.46729 -0.80636
F -2.32811 3.18219 -2.53243
O 3.22189 -2.60141 -1.86132
O 0.42435 4.90977 -0.66672
O 2.32386 1.39138 -0.59187
O -1.69751 0.31206 -1.23816
O -2.37778 -2.88842 -0.86188
O 0.40988 -2.53117 2.50852
O -2.68469 -4.87010 0.14419
O -0.44759 2.61341 -0.25080
O 0.56846 3.16920 -2.41312
O -0.34831 -7.45968 0.27633
O 1.86756 -4.21055 2.79329
O -1.13755 -6.49349 -1.60522
O 4.75560 -3.96194 -1.13076
N -2.05714 2.04814 2.58615
N -0.29338 3.32764 2.62421
C 4.52649 2.14603 -0.73194
C -3.87523 -0.69736 -2.27835
C 1.84303 -3.02050 0.69386
C 4.60288 0.72572 -0.16418
C 4.85171 1.39179 -4.96332
C -3.01049 0.31749 4.10135
C 4.48553 0.24014 -4.28099
C -1.34446 2.47873 -6.48175
C 2.36836 2.30530 5.27503
C -0.81693 2.50415 -5.19718
C -2.92956 0.86196 2.68140
C -3.64377 1.28739 5.10485
C 2.40908 1.26623 -3.71660
C -3.99749 1.42411 -0.62806
C 3.98280 2.47795 -5.03315
C 3.25523 0.16931 -3.63979
C -1.48979 5.56717 2.59317
C 5.37033 -4.74998 -0.07782
C 1.22835 3.32330 5.28125
C 1.09484 3.81171 2.77016
C 1.34648 4.36312 4.17012
C -1.11399 0.07612 -6.55620
C 2.67740 -3.89050 0.10385
C 0.52739 -2.52835 -2.23573
C -0.58895 0.07853 -5.27170
C -0.56066 -6.44930 -0.55492
C -0.45623 1.29757 -4.62397
C -0.71577 2.06087 2.58645
C -1.49372 1.27176 -7.15497
C 3.15723 0.22918 -0.24841
C -1.39829 4.17498 2.60708
C 2.51998 -6.36504 -1.40146
C -2.76082 6.09728 2.57326
C 3.53566 -3.45024 -1.05916
C -0.47892 -4.04485 -0.08164
C -2.51808 3.36604 2.58591
C -3.80792 3.89796 2.57885
C -5.16534 1.33922 4.99783
C -1.94643 -3.89299 -0.31918
C -4.10040 -4.83024 -0.15700
C 0.17856 -5.20744 -0.07959
C -0.95172 -8.73637 -0.07667
C 1.38269 -3.36147 2.10333
C 3.13850 2.57490 -0.32606
C -1.84027 4.20536 -1.82876
C -0.08707 -2.75067 3.85117
C -3.90528 5.27302 2.57385
C 2.74225 2.42041 -4.41843
H -4.58101 -4.07901 0.46434
H 3.01206 -0.51515 -1.02614
H 1.85719 -7.19752 -1.63685
H 2.40903 -5.59920 -2.16777
H 2.35361 4.78809 4.17149
H -3.36393 0.97426 6.11097
H -4.24783 -4.60847 -1.20925
H -3.60518 -0.01548 -3.08619
H 4.26560 3.36948 -5.57793
H -2.00496 0.03712 4.42348
H -1.13086 -2.45850 3.83160
H 5.81575 1.44453 -5.45272
H -0.61283 6.20165 2.59460
H -2.88600 7.17203 2.56707
H 1.74763 2.96987 2.55403
H 2.37515 1.68998 4.37089
H 2.99528 -0.74047 -3.11228
H -4.97689 1.19033 -0.20400
H -1.90482 1.26344 -8.15601
H -4.47196 -5.81881 0.08204
H 4.61043 2.13996 -1.82010
H -1.63293 3.40814 -6.95588
H -4.95611 -0.71735 -2.12744
H 5.79143 -4.07753 0.66399
H 5.15279 -0.61157 -4.23954
H -4.88474 5.73336 2.57971
H 1.08147 -3.43653 -2.43119
H 5.27898 0.08003 -0.72260
H -1.96029 -8.76366 0.32554
H 1.22425 3.84666 6.23780
H -3.43530 2.05184 0.06408
H 3.33564 2.80844 5.34381
H -5.58487 2.07633 5.68253
H 4.67748 -5.43227 0.39842
H -3.50521 -1.70399 -2.45613
H -5.60423 0.37126 5.24703
H -4.10795 1.91549 -1.59372
H -0.33419 -9.49044 0.39633
H 0.25884 2.81381 5.21555
H -3.60623 -0.59920 4.06035
H -1.21665 -0.86068 -7.08866
H 6.15957 -5.30980 -0.56427
H -3.91496 1.17854 2.33972
H 2.29112 1.62705 6.12538
H -5.50405 1.60386 3.99015
H 0.65609 5.18890 4.35503
H -0.68787 3.44915 -4.68719
H 2.81634 -0.17610 0.70496
H -4.69153 3.27415 2.59808
H 1.25162 4.57540 2.00746
H 3.54170 -6.73859 -1.39945
H 3.07812 2.81282 0.73782
H -0.50309 -2.62721 -2.58179
H -2.55269 0.11256 1.98745
H 4.93611 0.75427 0.87291
H 0.47222 -2.12386 4.54173
H 5.29208 2.80224 -0.32170
H 2.73891 3.40222 -0.90569
H -0.28484 -0.86050 -4.81423
H -0.96879 -8.85633 -1.15436
H 0.01925 -3.79306 4.12880
H 1.02966 -1.70840 -2.74251
H -3.22381 2.28955 4.97592
H 2.07133 3.26553 -4.49554
*
```

Values from the calculation:
LUMO (alpha / beta) (eV): -8.74 / -8.74
Orbital gap (alpha / beta) (eV): 6.12 / 6.11
E_HOMO (alpha / beta) (Eh): -0.5461 / -0.5460
Electronic energy (a.u.): -11285.92017


2.
# C27H37F16N3O5

A cluster of 3 separate species, C27H37F16N3O5 in total (ωB97M-V/def2-TZVPD, the Open Molecules 2025 dataset).

```
! RIJCOSX wB97M-V def2-TZVPD def2/J DEFGRID3
* xyz 0 1
F -6.17445 0.27755 -1.51729
F -0.53927 -6.36321 4.01181
F -4.84526 -3.36232 -3.20755
F -1.45214 -4.87970 1.97670
F -3.54123 1.03619 -1.80778
F -2.47473 -4.51255 3.86217
F -3.34266 -3.64222 -0.76689
F -6.35548 -6.85889 5.61056
F -4.19113 -0.50716 -3.16899
F -4.51075 -5.69539 5.53347
F -5.17037 -7.43052 3.26044
F -4.06935 -5.33282 -2.72049
F -6.88974 -6.14795 3.00998
F -1.69084 -4.32723 -2.01098
F -5.51309 -1.68369 -0.82441
F -2.45295 -7.36646 4.24435
O -2.83195 -0.99214 -1.43471
O -4.91469 -5.24177 2.76671
O 2.16290 3.34714 -3.89965
O 3.49217 4.43046 -2.39169
O 4.44683 -1.07358 2.89604
N 4.96124 1.68774 -3.59864
N 2.35694 0.01840 -1.47336
N 3.74694 1.09980 2.87263
C -3.91504 -0.25913 -1.87777
C 4.95227 1.66142 2.19641
C -1.68670 -6.69200 3.37328
C -0.08846 1.89571 -2.53400
C 2.29476 -0.72541 1.93663
C -2.34786 -5.40663 2.85868
C -5.72120 -5.84818 4.97380
C 2.14208 2.64860 -1.53111
C -2.78006 -3.51241 -1.99003
C -3.71641 -4.07231 -3.06877
C 4.20403 2.69720 -0.00960
C 2.28110 1.19005 -1.56948
C -5.14295 -0.40143 -0.96808
C 5.83395 5.00513 -2.87713
C 0.62864 2.95375 -1.69622
C 4.38871 5.01587 -3.34724
C 4.02692 2.26907 -3.17862
C -5.62484 -6.18494 3.47947
C 3.57661 -0.27747 2.60321
C -2.23334 -2.07723 -2.14889
C -0.11568 3.06082 -0.35633
C 2.96515 3.21571 -2.76211
C 2.74406 3.09023 -0.20481
C -0.23960 4.67503 1.65277
C -3.68234 -5.50400 2.08895
C 4.63173 2.95161 1.45963
C -0.25112 4.51131 0.12627
H 5.42526 0.93681 1.55126
H 0.43044 1.66959 -3.45086
H -1.43420 -7.34817 2.53556
H -1.11587 2.70759 -0.55321
H 1.75548 -1.32319 2.65250
H -0.14179 3.71852 2.14376
H 5.67301 1.88007 2.97039
H 4.29797 4.58540 -4.33300
H 6.50971 4.80308 -3.68860
H -4.92516 0.01009 0.01969
H -1.16583 5.10169 2.00238
H 0.48439 3.89443 -2.19977
H 6.09142 5.99073 -2.52015
H 3.85009 3.45284 2.01531
H -3.73943 -6.41706 1.49742
H -3.19961 -4.11651 -4.03144
H -3.63096 -4.69445 1.36480
H 2.21600 2.66848 0.63172
H 5.54999 3.51779 1.43966
H 2.54953 -1.28644 1.05635
H 5.99872 4.32325 -2.05973
H -6.28691 -4.92449 5.11162
H 2.93526 1.56708 2.49297
H -1.23898 -2.12723 -1.70781
H -1.03213 2.33996 -2.82547
H 1.68941 0.13228 1.68493
H 4.35858 1.64428 -0.20107
H -1.21151 4.86247 -0.22303
H -0.33121 1.02347 -1.94773
H 1.82401 4.24522 -3.85232
H 4.85071 3.29524 -0.62607
H -2.07519 -1.82482 -3.19670
H 0.28247 2.40931 0.40781
H 0.46822 5.15122 -0.35904
H 2.70491 4.16683 -0.12631
H 4.08926 6.04741 -3.44023
H 0.53480 5.36495 1.95240
*
```

Values from the calculation:
LUMO (eV): 0.22
Structure (SMILES): CCC[C@H](C)[C@](C#N)(CCCCNC(C)=O)[C@](O)(C#N)OCC.FC(F)C(F)(F)COC(F)(F)C(F)F.FC(F)C(F)(F)COC(F)(F)C(F)F
Orbital gap (eV): 9.81
E_HOMO (Eh): -0.3524
Electronic energy (a.u.): -3189.28825


3.
# C4H8CaN2O11

A structure of composition C4H8CaN2O11 (ωB97M-V/def2-TZVPD, the Open Molecules 2025 dataset).

```
! RIJCOSX wB97M-V def2-TZVPD def2/J DEFGRID3
* xyz -2 1
Ca -2.30169 1.11735 0.44789
O -3.19527 -0.78014 -0.03823
O -3.27880 4.25445 2.80849
O 0.46150 -0.20962 3.43799
O 1.15738 -0.67627 -2.14491
O -5.18755 4.08886 1.79703
O -3.76373 2.41276 1.75552
O -0.67020 2.59610 0.87088
O -1.47045 0.45757 2.65809
O 1.02198 -1.83991 -0.27224
O -0.17591 0.04637 -0.50898
O -0.28896 1.78914 3.90320
N -4.06789 3.58727 2.11915
N -0.40690 0.67944 3.32758
C 3.32055 -1.39664 -2.83851
C 1.95577 -2.55791 -1.05676
C 1.95438 -1.83746 -2.42622
C 0.60072 -0.72856 -0.94577
H 1.36697 -2.32400 -3.20561
H -3.08622 -1.61493 0.40890
H 3.95460 -2.12317 -3.35813
H 0.22826 2.71931 0.56873
H 2.92501 -2.43168 -0.57478
H 4.02287 -1.10314 -2.05339
H 1.66758 -3.60072 -1.18608
H 3.25600 -0.52446 -3.49384
*
```

Values from the calculation:
LUMO (eV): 3.93
Orbital gap (eV): 5.05
E_HOMO (Eh): -0.0410
Electronic energy (a.u.): -1771.87293